Arrangement 1

DFT (wB97M-V/def2-TZVPD) results for 2 unconnected molecules or ions with the total composition C2H8NS2.

Values from the calculation:
net charge: +1
LUMO: -5.0 eV

Last column: Löwdin charge in e.
CARTESIAN COORDINATES (ANGSTROEM)
1 S -0.486 0.025 -1.964  0.269
2 S -1.223 -1.502 -0.730  0.289
3 H 0.220 -0.813 -2.722  -0.183
4 H -2.162 -0.728 -0.200  -0.200
5 C 1.197 1.844 2.752  0.014
6 C 1.509 0.115 1.057  0.153
7 N 0.819 1.045 1.578  0.011
8 H 0.366 1.816 3.451  0.111
9 H 1.372 2.875 2.456  0.111
10 H 2.092 1.419 3.192  0.105
11 H 2.508 -0.068 1.434  0.132
12 H 1.063 -0.567 0.341  0.023
13 H -0.066 1.261 1.124  0.165



Arrangement 2

DFT (wB97M-V/def2-TZVPD) results for a gas-phase ion, C2H8NS2 (charge +1).

Values from the calculation:
net charge: +1
SMILES string: [NH3+]CCSS
LUMO: -4.1 eV

Last column: Löwdin charge in e.
CARTESIAN COORDINATES (ANGSTROEM)
1 N -1.295 0.523 0.824  0.116
2 C -0.242 1.193 -0.047  -0.264
3 C 0.604 0.215 -0.809  -0.561
4 S 1.633 -0.721 0.341  0.401
5 S 2.412 -2.501 -0.111  0.356
6 H -1.055 0.101 1.739  0.156
7 H -1.630 -0.406 0.408  0.179
8 H -2.268 1.120 0.937  0.251
9 H 0.512 1.696 0.675  0.152
10 H -0.852 1.873 -0.600  0.121
11 H -0.317 -0.379 -1.441  0.161
12 H 1.173 0.614 -1.645  0.081
13 H 1.325 -3.327 -0.270  -0.150



Arrangement 3

DFT (wB97M-V/def2-TZVPD) results for a molecular structure, C2H8NS2.

Values from the calculation:
net charge: +1
LUMO: -6.6 eV

Last column: Löwdin charge in e.
CARTESIAN COORDINATES (ANGSTROEM)
1 C 1.103 0.257 0.872  -0.361
2 N 2.473 0.670 0.674  -0.015
3 H 0.585 1.089 1.308  0.050
4 H 1.128 -0.673 1.463  0.075
5 H 2.840 0.880 -0.265  0.097
6 H 2.707 1.574 1.066  0.095
7 C -2.871 -0.043 -0.788  -0.233
8 S -1.061 -0.205 -0.050  0.656
9 S 0.992 -1.127 -1.062  0.664
10 H -2.829 -0.988 -1.365  0.051
11 H -3.167 0.082 0.245  0.022
12 H -2.862 0.893 -1.360  0.043
13 H 0.961 -2.410 -0.737  -0.144



Stability, highest: arrangement 1



Arrangement 1

DFT (wB97M-V/def2-TZVPD) results for 2 unconnected molecules or ions with the total composition C9H14O.

Values from the calculation:
net charge: -1
spin multiplicity: 2
<S²>: 0.761
LUMO (alpha / beta): 3.4 / 3.4 eV

Last column: Löwdin charge in e.
CARTESIAN COORDINATES (ANGSTROEM)
1 C 0.704 -1.187 -3.779  -0.197
2 C 0.566 -1.757 -2.390  -0.190
3 H -0.262 -1.400 -4.436  0.092
4 H 0.865 -0.042 -3.936  0.090
5 H 1.515 -1.762 -4.151  0.031
6 H 0.835 -2.741 -2.456  0.023
7 H -0.404 -1.802 -1.916  0.067
8 H 1.487 -1.413 -1.879  0.080
9 C 0.958 -1.313 1.037  -0.115
10 C -1.234 2.294 1.924  -0.350
11 C 0.049 2.202 2.319  -0.163
12 C -1.994 1.092 1.407  -0.101
13 C 0.814 1.068 2.066  -0.141
14 C -1.131 0.030 0.978  -0.167
15 C 0.175 -0.033 1.374  -0.356
16 O -1.823 3.494 2.411  -0.045
17 H 0.323 2.972 3.077  0.111
18 H -2.387 3.731 1.726  0.028
19 H -2.981 1.075 0.990  0.023
20 H 1.846 1.177 2.311  0.045
21 H -1.491 -0.845 0.398  0.084
22 H 1.206 -1.844 2.056  0.090
23 H 1.878 -1.006 0.503  0.051
24 H 0.486 -1.990 0.368  0.012



Arrangement 2

DFT (wB97M-V/def2-TZVPD) results for 2 unconnected molecules or ions with the total composition C9H14O.

Values from the calculation:
net charge: -1
spin multiplicity: 2
<S²>: 0.762
LUMO (alpha / beta): 3.5 / 3.4 eV

Last column: Löwdin charge in e.
CARTESIAN COORDINATES (ANGSTROEM)
1 C 2.089 0.835 -1.963  -0.099
2 C 1.316 -2.431 0.678  -0.222
3 C 0.319 -2.077 -0.215  -0.200
4 C 2.563 -1.801 0.795  -0.178
5 C 0.607 -0.961 -1.090  -0.161
6 C 2.841 -0.756 -0.152  -0.155
7 C 1.852 -0.343 -1.024  -0.373
8 H 1.166 -3.306 1.318  0.071
9 H -0.545 -2.729 -0.229  0.043
10 H 3.141 -2.119 1.652  0.047
11 H -0.255 -0.603 -1.651  0.061
12 H 3.824 -0.309 -0.287  0.064
13 H 2.995 0.863 -2.571  0.057
14 H 2.158 1.717 -1.324  0.057
15 H 1.188 0.983 -2.559  0.049
16 C -2.827 1.275 1.565  -0.339
17 C -3.252 2.000 0.324  -0.106
18 O -1.479 0.818 1.464  -0.083
19 H -2.748 1.888 2.464  0.103
20 H -3.534 0.478 1.848  0.105
21 H -3.644 1.400 -0.497  0.065
22 H -1.362 -0.025 1.035  0.054
23 H -2.354 2.481 -0.069  0.077
24 H -4.059 2.723 0.492  0.064



Stability, highest: arrangement 2



Arrangement 1

DFT (wB97M-V/def2-TZVPD) results for 7 unconnected molecules or ions with the total composition C10H34O7.

Values from the calculation:
SMILES string: CCO.CCO.CCO.CO.CO.CO.CO
LUMO: 0.3 eV

Last column: Löwdin charge in e.
CARTESIAN COORDINATES (ANGSTROEM)
1 C 21.306 4.674 -26.840  -0.097
2 C 21.874 3.395 -26.321  -0.335
3 O 20.819 2.442 -26.136  -0.079
4 H 22.030 5.483 -26.736  0.074
5 H 20.438 4.941 -26.231  0.080
6 H 20.962 4.592 -27.870  0.075
7 H 22.347 3.562 -25.346  0.095
8 H 22.654 3.003 -26.981  0.110
9 H 21.121 1.582 -26.434  0.076
10 C 29.757 4.731 -25.602  -0.076
11 C 28.879 4.459 -26.812  -0.317
12 O 29.035 5.554 -27.721  -0.082
13 H 29.985 3.811 -25.067  0.070
14 H 29.233 5.426 -24.941  0.075
15 H 30.661 5.237 -25.935  0.079
16 H 27.828 4.378 -26.521  0.081
17 H 29.136 3.521 -27.313  0.107
18 H 28.618 5.320 -28.553  0.077
19 C 27.689 -0.462 -25.599  -0.078
20 C 26.583 0.210 -26.359  -0.287
21 O 27.117 1.435 -26.946  -0.107
22 H 28.319 -1.060 -26.254  0.075
23 H 27.321 -1.087 -24.786  0.079
24 H 28.307 0.300 -25.115  0.080
25 H 25.733 0.452 -25.719  0.095
26 H 26.212 -0.438 -27.157  0.115
27 H 26.593 1.594 -27.736  0.087
28 C 23.758 0.803 -23.065  -0.162
29 O 23.324 -0.262 -23.893  -0.119
30 H 23.809 0.550 -22.004  0.081
31 H 24.738 1.202 -23.333  0.050
32 H 23.076 1.657 -23.172  0.073
33 H 23.014 -0.973 -23.330  0.070
34 C 29.117 3.455 -21.663  -0.149
35 O 30.376 3.602 -22.307  -0.126
36 H 28.293 3.529 -22.377  0.051
37 H 29.112 2.507 -21.138  0.079
38 H 28.950 4.245 -20.915  0.078
39 H 30.397 4.454 -22.752  0.059
40 C 26.016 3.886 -24.173  -0.158
41 O 26.394 2.544 -24.373  -0.129
42 H 26.314 4.239 -23.188  0.057
43 H 26.409 4.566 -24.933  0.074
44 H 24.927 4.028 -24.275  0.066
45 H 26.707 2.417 -25.280  0.035
46 C 24.576 7.096 -22.911  -0.164
47 O 25.838 7.037 -22.272  -0.122
48 H 24.673 7.646 -23.847  0.079
49 H 24.185 6.096 -23.101  0.064
50 H 23.854 7.666 -22.314  0.076
51 H 25.898 6.213 -21.784  0.062



Arrangement 2

DFT (wB97M-V/def2-TZVPD) results for 7 unconnected molecules or ions with the total composition C10H34O7.

Values from the calculation:
SMILES string: CCO.CCO.CCO.CCO.CCO.O.O
LUMO: 0.6 eV

Last column: Löwdin charge in e.
CARTESIAN COORDINATES (ANGSTROEM)
1 C 1.374 1.992 -2.860  -0.069
2 C 0.163 1.060 -2.678  -0.300
3 O 0.031 0.211 -3.841  -0.093
4 H 2.212 1.368 -3.171  0.072
5 H 1.595 2.417 -1.881  0.062
6 H 1.130 2.728 -3.625  0.074
7 H -0.698 1.689 -2.444  0.101
8 H 0.324 0.334 -1.882  0.081
9 H -0.203 0.787 -4.576  0.078
10 C -2.092 3.767 -0.101  -0.082
11 C -2.934 2.502 -0.161  -0.328
12 O -3.610 2.392 -1.382  -0.080
13 H -1.203 3.706 -0.728  0.060
14 H -1.824 4.065 0.913  0.076
15 H -2.732 4.588 -0.431  0.073
16 H -3.689 2.444 0.624  0.118
17 H -2.218 1.679 -0.111  0.085
18 H -4.540 2.591 -1.262  0.081
19 C -1.042 -2.834 -1.796  -0.073
20 C -1.272 -2.441 -0.320  -0.252
21 O -1.599 -1.044 -0.333  -0.118
22 H -1.917 -3.217 -2.321  0.074
23 H -0.342 -3.673 -1.828  0.071
24 H -0.521 -2.076 -2.381  0.060
25 H -0.392 -2.655 0.282  0.093
26 H -2.156 -2.998 -0.006  0.109
27 H -2.250 -0.924 -1.030  0.101
28 C -0.239 -1.894 4.556  -0.074
29 C 0.689 -0.757 4.240  -0.301
30 O 1.748 -1.173 3.345  -0.100
31 H 0.267 -2.790 4.915  0.080
32 H -0.797 -2.188 3.666  0.072
33 H -0.970 -1.552 5.290  0.080
34 H 1.170 -0.335 5.124  0.115
35 H 0.180 0.080 3.757  0.100
36 H 2.313 -0.395 3.300  0.090
37 C 2.723 -1.626 -1.550  -0.058
38 C 2.269 -2.104 -0.165  -0.308
39 O 3.347 -2.348 0.735  -0.074
40 H 1.911 -1.330 -2.215  0.051
41 H 3.148 -2.490 -2.064  0.076
42 H 3.471 -0.838 -1.472  0.079
43 H 1.708 -3.030 -0.308  0.097
44 H 1.687 -1.350 0.368  0.086
45 H 3.046 -2.121 1.618  0.047
46 O 1.072 3.191 1.195  -0.072
47 H 0.452 2.454 1.144  -0.021
48 H 1.096 3.546 0.304  0.010
49 O -0.011 0.586 1.157  -0.057
50 H 0.580 0.111 1.747  0.008
51 H -0.456 -0.104 0.643  -0.002



Stability, highest: arrangement 2